<w>
# C5H8IN2

The ion C5H8IN2 with charge +1 (ωB97M-V with the def2-TZVPD basis set, the Open Molecules 2025 dataset).

ORCA input file:
```
! RIJCOSX wB97M-V def2-TZVPD def2/J DEFGRID3
* xyz 1 1
C -1.55581 0.03850 -1.14250
C -0.90884 -1.07199 -1.60911
C 0.45719 -0.96444 -1.94127
C 1.41024 -0.44945 -1.15445
N 1.22306 0.05089 0.05404
C 0.80217 -0.16165 1.15999
N 0.91721 0.96413 2.09259
I -0.31283 -1.95648 2.03915
H -2.56360 0.09497 -0.98757
H -1.10606 0.99073 -0.91088
H -1.39099 -2.05641 -1.62381
H 0.81391 -1.29531 -2.94602
H 2.38002 -0.13702 -1.42035
H 1.45590 1.67778 1.54312
H 1.43821 0.59521 2.93213
H -0.04237 1.35076 2.39458
*
```

orbital gap = 0.29204 Ha
SMILES = C=C/C=C\N=C(\[NH3+])I

Results of the natural (NBO) charge analysis, in e, for atoms 1 through 8:
1 C -0.336
2 C -0.244
3 C -0.151
4 C -0.081
5 N -0.411
6 C 0.339
7 N -0.755
8 I 0.118

<x>
# C5H8IN2

A cluster of 2 separate species, C5H8IN2 in total (ωB97M-V with the def2-TZVPD basis set, the Open Molecules 2025 dataset).

ORCA input file:
```
! RIJCOSX wB97M-V def2-TZVPD def2/J DEFGRID3
* xyz 1 1
C 0.80544 0.13446 -0.30415
C 2.81505 -0.26237 0.14116
C 1.72462 -0.97388 -0.57348
C -0.97928 1.71201 0.25535
C -2.55229 -1.46392 0.16786
N 2.08369 0.60046 -0.65379
N -0.39056 0.39914 -0.01736
I -3.92893 0.00613 -0.20440
H 2.77425 -0.00328 1.21809
H 3.85451 -0.51025 -0.10269
H 1.92091 -1.73321 -1.30596
H -1.93159 1.57137 -0.25816
H -0.34126 2.50538 -0.18827
H -1.07863 1.96801 1.25065
H -2.35291 -2.19767 -0.68578
H -2.42302 -1.75238 1.26093
*
```

orbital gap = 0.23797 Ha

Results of the natural (NBO) charge analysis, in e, for atoms 1 through 8:
1 C 0.450
2 C -0.230
3 C -0.129
4 C -0.421
5 C -0.291
6 N -0.305
7 N -0.441
8 I 0.559

Which structure above is the least stable one? <x> is the least stable one.